{"formula": "C68H169Cu2N11O2", "method": "ωB97M-V/def2-TZVPD", "species": ["Cu", "Cu", "O", "C", "C", "O", "H", "H", "H", "H", "C", "C", "N", "C", "C", "C", "C", "H", "H", "H", "H", "H", "H", "H", "H", "H", "H", "H", "H", "H", "H", "H", "C", "C", "N", "C", "C", "C", "C", "H", "H", "H", "H", "H", "H", "H", "H", "H", "H", "H", "H", "H", "H", "H", "C", "C", "N", "C", "C", "C", "C", "H", "H", "H", "H", "H", "H", "H", "H", "H", "H", "H", "H", "H", "H", "H", "C", "C", "N", "C", "C", "C", "C", "H", "H", "H", "H", "H", "H", "H", "H", "H", "H", "H", "H", "H", "H", "H", "C", "C", "N", "C", "C", "C", "C", "H", "H", "H", "H", "H", "H", "H", "H", "H", "H", "H", "H", "H", "H", "H", "C", "C", "N", "C", "C", "C", "C", "H", "H", "H", "H", "H", "H", "H", "H", "H", "H", "H", "H", "H", "H", "H", "C", "C", "N", "C", "C", "C", "C", "H", "H", "H", "H", "H", "H", "H", "H", "H", "H", "H", "H", "H", "H", "H", "C", "C", "N", "C", "C", "C", "C", "H", "H", "H", "H", "H", "H", "H", "H", "H", "H", "H", "H", "H", "H", "H", "C", "C", "N", "C", "C", "C", "C", "H", "H", "H", "H", "H", "H", "H", "H", "H", "H", "H", "H", "H", "H", "H", "C", "C", "N", "C", "C", "C", "C", "H", "H", "H", "H", "H", "H", "H", "H", "H", "H", "H", "H", "H", "H", "H", "C", "C", "N", "C", "C", "C", "C", "H", "H", "H", "H", "H", "H", "H", "H", "H", "H", "H", "H", "H", "H", "H"], "coordinates": [[-3.805, -2.407, 0.275], [0.137, -1.745, 3.157], [-1.707, -2.157, 1.269], [-0.859, -1.326, 0.458], [-0.425, 0.157, 0.867], [0.388, 0.277, 1.987], [-1.253, -1.295, -0.557], [0.085, -1.810, 0.204], [-1.313, 0.762, 1.052], [0.030, 0.673, 0.021], [-2.078, -4.906, -1.189], [-3.543, -5.251, -1.385], [-4.453, -4.092, -1.149], [-5.767, -4.469, -0.551], [-5.551, -5.054, 0.871], [-4.750, -3.371, -2.404], [-3.539, -2.540, -2.852], [-1.832, -4.922, -0.127], [-1.825, -3.897, -1.516], [-1.369, -5.585, -1.661], [-3.673, -5.701, -2.369], [-3.870, -6.106, -0.794], [-6.229, -5.239, -1.169], [-6.374, -3.596, -0.309], [-4.804, -4.513, 1.451], [-5.172, -6.073, 0.786], [-6.524, -5.146, 1.353], [-5.067, -4.045, -3.200], [-5.571, -2.689, -2.179], [-3.117, -1.940, -2.046], [-2.805, -3.235, -3.261], [-3.795, -1.851, -3.657], [8.916, 1.673, 1.958], [8.830, 0.996, 0.564], [7.463, 0.798, 0.089], [6.742, 2.052, -0.086], [7.508, 3.044, -1.014], [6.684, -0.146, 0.830], [5.439, -0.692, 0.110], [9.942, 1.631, 2.323], [8.274, 1.142, 2.661], [8.636, 2.723, 1.879], [9.394, 1.468, -0.240], [9.315, 0.020, 0.583], [5.872, 1.825, -0.703], [6.414, 2.522, 0.841], [7.677, 2.511, -1.950], [6.871, 3.913, -1.184], [8.424, 3.520, -0.664], [6.406, 0.339, 1.766], [7.300, -1.005, 1.095], [4.943, -1.385, 0.790], [5.742, -1.143, -0.835], [4.703, 0.075, -0.131], [-3.235, 0.206, 5.469], [-2.053, -0.334, 4.696], [-1.057, -1.048, 5.480], [-0.315, -0.311, 6.493], [0.379, 0.826, 5.769], [-1.656, -2.208, 6.188], [-2.453, -3.177, 5.238], [-3.945, 0.752, 4.848], [-2.922, 0.972, 6.179], [-3.788, -0.577, 5.987], [-2.344, -1.038, 3.916], [-1.563, 0.445, 4.111], [-0.988, 0.033, 7.279], [0.420, -0.966, 6.962], [0.775, 0.518, 4.801], [-0.242, 1.670, 5.467], [1.241, 1.230, 6.299], [-2.312, -1.866, 6.988], [-0.878, -2.833, 6.627], [-2.535, -4.205, 5.593], [-1.973, -3.253, 4.262], [-3.478, -2.862, 5.046], [-5.722, -1.897, 3.102], [-6.448, -1.238, 1.887], [-5.503, -0.745, 0.864], [-4.556, 0.258, 1.364], [-5.165, 1.542, 1.933], [-6.288, -0.205, -0.245], [-5.523, 0.367, -1.459], [-6.396, -2.547, 3.661], [-5.330, -1.134, 3.775], [-4.898, -2.510, 2.737], [-6.992, -2.100, 1.499], [-7.175, -0.477, 2.168], [-3.878, -0.214, 2.075], [-3.891, 0.570, 0.558], [-5.695, 2.131, 1.184], [-5.753, 1.256, 2.805], [-4.355, 2.129, 2.367], [-6.974, 0.565, 0.107], [-6.934, -0.971, -0.675], [-5.006, 1.293, -1.206], [-6.149, 0.605, -2.319], [-4.738, -0.329, -1.757], [6.382, 4.928, 3.541], [4.846, 4.825, 3.911], [4.548, 3.785, 4.925], [3.168, 3.888, 5.414], [2.110, 3.480, 4.378], [4.833, 2.476, 4.280], [4.562, 1.346, 5.312], [6.710, 4.160, 2.841], [7.047, 4.787, 4.393], [6.538, 5.902, 3.077], [4.538, 5.780, 4.336], [4.312, 4.655, 2.977], [3.029, 4.940, 5.663], [3.024, 3.238, 6.277], [1.133, 3.692, 4.812], [2.119, 2.405, 4.193], [2.227, 4.047, 3.455], [4.303, 2.390, 3.331], [5.881, 2.495, 3.982], [4.923, 1.674, 6.287], [3.491, 1.155, 5.385], [5.163, 0.458, 5.114], [2.937, -5.272, -4.433], [3.394, -4.080, -3.554], [2.645, -4.063, -2.274], [1.216, -3.846, -2.295], [0.765, -2.505, -2.944], [3.364, -3.236, -1.297], [4.329, -4.169, -0.611], [3.616, -5.602, -5.220], [1.939, -5.112, -4.841], [2.813, -6.160, -3.813], [4.472, -4.094, -3.390], [3.190, -3.146, -4.076], [0.636, -4.672, -2.705], [0.853, -3.874, -1.267], [1.337, -1.670, -2.541], [0.879, -2.308, -4.010], [-0.276, -2.301, -2.693], [2.654, -2.885, -0.548], [3.824, -2.352, -1.738], [5.140, -4.436, -1.290], [3.924, -5.106, -0.229], [4.705, -3.635, 0.261], [2.571, 1.763, -0.651], [2.598, 3.236, -0.195], [2.563, 4.255, -1.304], [1.490, 4.035, -2.288], [0.062, 3.982, -1.649], [3.852, 4.499, -1.926], [3.967, 5.859, -2.564], [3.451, 1.498, -1.238], [1.671, 1.452, -1.181], [2.628, 1.154, 0.251], [1.718, 3.352, 0.436], [3.455, 3.347, 0.469], [1.397, 4.934, -2.897], [1.624, 3.186, -2.957], [-0.149, 4.904, -1.108], [-0.705, 3.950, -2.423], [-0.073, 3.149, -0.960], [4.125, 3.748, -2.667], [4.638, 4.352, -1.184], [4.986, 6.242, -2.620], [3.394, 6.543, -1.939], [3.501, 5.702, -3.537], [-3.867, 3.578, -3.218], [-3.931, 2.474, -4.280], [-2.597, 1.895, -4.618], [-1.968, 1.193, -3.502], [-0.464, 0.940, -3.650], [-2.743, 0.991, -5.768], [-2.976, 1.740, -7.081], [-3.001, 4.235, -3.288], [-3.765, 3.157, -2.218], [-4.760, 4.202, -3.234], [-4.623, 1.739, -3.868], [-4.377, 2.957, -5.149], [-2.054, 1.776, -2.585], [-2.401, 0.211, -3.308], [-0.106, 0.493, -2.722], [-0.277, 0.216, -4.442], [0.097, 1.857, -3.833], [-3.566, 0.283, -5.668], [-1.847, 0.369, -5.777], [-2.147, 2.395, -7.352], [-3.897, 2.316, -7.000], [-3.127, 1.075, -7.932], [1.939, -3.770, 5.547], [2.376, -4.313, 4.181], [1.851, -3.514, 3.051], [2.845, -2.584, 2.476], [3.068, -1.409, 3.438], [1.537, -4.435, 1.961], [0.146, -5.092, 2.316], [2.137, -2.721, 5.768], [2.542, -4.268, 6.306], [0.886, -3.923, 5.783], [3.458, -4.415, 4.100], [2.004, -5.337, 4.164], [2.418, -2.174, 1.561], [3.770, -3.107, 2.232], [2.181, -0.900, 3.816], [3.713, -0.675, 2.956], [3.667, -1.567, 4.335], [1.373, -3.885, 1.034], [2.243, -5.256, 1.843], [0.233, -5.900, 3.041], [-0.537, -4.315, 2.659], [-0.244, -5.610, 1.440], [-4.168, 4.431, 0.233], [-3.262, 5.584, 0.507], [-2.556, 5.368, 1.771], [-1.824, 6.572, 2.217], [-2.795, 7.735, 2.681], [-1.504, 4.334, 1.675], [-1.369, 3.706, 3.052], [-4.874, 4.685, -0.558], [-4.747, 4.299, 1.147], [-3.664, 3.493, -0.001], [-2.579, 5.702, -0.334], [-3.880, 6.479, 0.587], [-1.370, 6.297, 3.168], [-1.125, 6.996, 1.496], [-3.445, 7.404, 3.490], [-2.239, 8.536, 3.168], [-3.374, 8.202, 1.884], [-0.520, 4.711, 1.395], [-1.727, 3.509, 0.998], [-0.587, 2.955, 2.949], [-2.301, 3.294, 3.439], [-0.969, 4.422, 3.770], [-0.355, -0.921, -8.552], [-1.552, -1.922, -8.557], [-2.171, -2.238, -7.226], [-1.160, -2.502, -6.185], [-0.336, -3.789, -6.279], [-3.225, -3.233, -7.441], [-4.168, -3.254, -6.240], [-0.603, 0.047, -8.117], [-0.145, -0.775, -9.612], [0.468, -1.486, -8.116], [-2.298, -1.549, -9.259], [-1.120, -2.806, -9.024], [-0.499, -1.656, -5.996], [-1.770, -2.549, -5.283], [0.143, -4.025, -5.329], [-0.893, -4.671, -6.596], [0.456, -3.644, -7.014], [-2.857, -4.232, -7.676], [-3.755, -2.983, -8.360], [-4.393, -2.238, -5.916], [-3.776, -3.729, -5.341], [-5.103, -3.712, -6.563]], "mulliken_charge": [1.167, 1.804, -0.001, 0.620, 1.523, -0.775, -0.542, -0.882, -0.724, -1.102, 0.460, -1.651, 1.342, -0.480, -1.391, -1.498, 0.355, -0.355, -0.619, 0.718, 0.305, 0.453, 0.472, 0.146, 0.111, 0.456, 0.461, 0.414, 0.319, -1.036, 0.559, 0.172, -0.820, -0.848, 0.003, 0.513, -1.751, -0.459, 0.305, 0.459, 0.211, 0.127, 0.458, 0.476, 0.178, -0.092, 0.411, 0.405, 0.412, -0.002, 0.505, -0.158, 0.449, -0.602, -1.837, 0.419, 0.702, -1.391, -0.536, -1.075, -0.960, 0.269, 0.433, 0.339, -0.249, 0.087, 0.468, 0.400, -0.074, 0.246, 0.585, 0.587, 0.587, 0.465, 0.072, 0.095, -0.714, -1.044, 1.045, 0.781, -1.279, -1.499, -0.709, 0.580, 0.057, -0.156, 0.519, 0.448, -0.653, 0.020, 0.224, 0.366, -0.009, 0.569, 0.584, -0.062, 0.755, 0.055, -1.258, -0.033, -0.065, -1.535, 0.588, 0.233, -1.484, 0.060, 0.373, 0.454, 0.480, -0.002, 0.563, 0.356, 0.221, -0.627, 0.396, -0.097, 0.541, 0.540, 0.083, 0.361, -1.140, -0.362, 0.660, -0.306, -0.061, 0.586, -1.618, 0.410, 0.044, 0.339, 0.509, 0.288, 0.491, -0.862, 0.206, 0.490, -0.327, -0.790, 0.500, 0.491, 0.210, 0.342, 0.757, -0.745, 0.496, -1.120, -0.170, -0.020, -1.505, 0.440, -0.864, -0.007, -0.482, 0.397, 0.523, 0.499, 0.497, 0.276, -0.489, 0.309, 0.028, 0.433, 0.316, 0.296, -0.951, -0.060, 0.180, 1.161, -0.363, 1.157, -1.512, 0.303, -0.168, 0.533, 0.055, 0.358, 0.154, -0.990, -0.213, -0.157, 0.068, -0.152, -0.661, 0.340, 0.442, 0.353, -0.929, -0.785, 1.102, -0.297, -0.607, 0.002, -1.230, 0.026, 0.606, 0.062, 0.265, 0.492, -0.555, 0.626, -0.468, 0.007, 0.551, -0.805, 0.498, 0.528, 0.027, 0.363, -0.770, -0.574, 0.204, -0.215, -1.385, 0.042, -1.042, 0.528, 0.402, -0.165, 0.057, 0.495, 0.145, 0.334, 0.319, 0.434, 0.388, 0.271, -0.009, 0.104, 0.085, 0.413, -1.063, -0.787, 0.749, 0.053, -0.917, -0.848, -0.758, 0.129, 0.427, 0.263, 0.518, 0.384, 0.424, -0.639, -0.274, 0.403, 0.335, 0.404, 0.568, 0.070, 0.063, 0.469], "total_energy_ev": -183016.121, "e_homo_ev": -6.434, "total_charge": 0}